No. 1
This record from the OMol25 dataset describes a single C5H9NO molecule at a distorted geometry. The level of theory is wB97M-V/def2-TZVPD.

The geometry in XYZ format:
```
16
Properties=species:S:1:pos:R:3:forces:R:3
C -1.315894 1.076258 1.030790 -0.066 0.071 -0.089
C -1.441148 -0.368493 0.599799 0.063 0.081 0.102
O -2.472410 -0.990478 0.765861 0.380 0.220 -0.145
C -0.242261 -1.063651 0.034156 -0.192 0.041 0.265
C 1.195790 -0.559688 0.762015 0.174 -0.268 -0.292
N 0.860897 -0.492732 -0.573428 0.122 -0.202 -0.118
C 1.104207 0.202547 -1.789906 0.156 -0.029 0.161
H -2.303673 1.527453 0.950746 0.076 0.088 0.032
H -0.992661 1.124808 2.076835 -0.060 -0.048 -0.181
H -0.592272 1.623719 0.419625 -0.085 -0.041 0.092
H -0.540971 -2.062026 -0.373278 0.452 0.269 1.016
H 1.736152 -1.438313 1.125849 0.111 0.184 -0.228
H 1.505254 0.393152 1.279875 -1.113 -0.846 -0.024
H 2.181096 0.164309 -1.993513 -0.269 0.146 -0.158
H 0.754560 1.245165 -1.774460 0.077 -0.076 -0.183
H 0.563327 -0.382035 -2.540969 0.174 0.411 -0.249
```
Positions in Å, forces in eV/Å.

Its HOMO-LUMO gap is 9.4 eV. Its strongest force on any atom is 0.0272 Eh/bohr. The electronic energy comes out at -8865.823 eV. Its spin multiplicity is 1. Its SMILES is CC(=O)[C@@H]1CN1C. As for the charge: 0. Its energy above the lowest of the compared OMol25 structures with the same formula, charge and spin is 78.2 kcal per mole. Its lowest unoccupied orbital energy is 0.825 eV.


No. 2
This record from the OMol25 dataset describes a single C11H14IN molecule at a distorted geometry. The level of theory is wB97M-V/def2-TZVPD.

The geometry in XYZ format:
```
27
Properties=species:S:1:pos:R:3:forces:R:3
C -0.411525 -4.718106 0.164303 -0.580 -1.908 -0.505
C -1.511398 -3.965773 -0.271811 2.364 -1.955 0.002
C 0.704300 -4.129358 0.718464 0.074 -1.215 0.533
C -1.415812 -2.629014 -0.295779 2.513 0.734 2.342
C 0.752947 -2.763361 0.886007 -0.686 2.308 -0.566
C -0.340607 -1.979642 0.359433 0.480 -1.952 -0.222
C 1.933134 -1.984593 1.448542 0.751 -0.329 -1.554
C -0.782593 0.301979 -0.317888 -0.516 -1.426 -1.083
C -0.026585 3.946528 -0.487000 -1.045 -0.626 1.324
C -0.853734 1.682104 0.128474 -0.157 0.239 0.771
C 0.313180 2.383401 -0.512244 1.468 2.257 3.639
N -0.366051 -0.575365 0.543484 -0.173 0.087 -0.165
I 1.561138 -1.359021 3.474164 0.218 -0.007 -0.175
H -0.418361 -5.851775 0.008114 -0.066 1.764 0.451
H -2.306299 -4.489077 -0.706347 -1.243 -0.457 -0.528
H 1.459980 -4.837180 1.096582 -0.009 0.833 -0.233
H -2.214862 -2.123302 -0.639510 -2.311 2.207 -1.163
H 2.051601 -1.080284 0.773470 0.025 -0.836 1.251
H 2.914690 -2.561908 1.405838 -1.465 0.674 0.312
H -0.988832 4.076288 -1.021596 0.623 -0.246 -0.339
H 0.648205 4.778199 -0.843714 -0.305 -1.338 0.694
H -0.444511 4.076214 0.570636 1.208 0.560 -1.090
H -1.803613 2.046887 -0.198796 -0.605 0.507 -0.770
H -0.887139 1.951687 1.206257 0.457 -0.623 0.068
H 1.245976 1.969665 0.092198 -1.484 1.645 -0.671
H 0.592845 2.061284 -1.423949 0.132 -1.112 -3.487
H -0.155679 -0.283544 1.474936 0.333 0.217 1.165
```
Positions in Å, forces in eV/Å.

Its HOMO-LUMO gap is 8.0 eV. Its strongest force on any atom is 0.0880 Eh/bohr. The electronic energy comes out at -21221.582 eV. Its spin multiplicity is 1. As for the charge: 0. Its energy above the lowest of the compared OMol25 structures with the same formula, charge and spin is 42.8 kcal per mole. Its lowest unoccupied orbital energy is 0.124 eV.


No. 3
This record from the OMol25 dataset describes 3 unconnected molecules or ions with the total composition C3H12N2O3 at a distorted geometry. The level of theory is wB97M-V/def2-TZVPD.

The geometry in XYZ format:
```
20
Properties=species:S:1:pos:R:3:forces:R:3
N -1.947818 -2.156586 0.056037 -3.265 2.082 0.787
C -1.786142 -0.677989 -0.267040 -0.034 -2.337 -1.102
C -0.437924 -0.566157 -0.995657 -0.400 0.394 0.549
N 0.617923 -0.579210 0.019329 -1.184 -0.214 -3.127
C 1.826280 -1.191264 0.079653 -1.586 0.682 1.375
O 2.196683 -1.332661 1.226581 2.318 -0.649 0.365
H -1.127340 -2.667418 0.155399 1.936 -0.498 0.206
H -2.519185 -2.327020 0.914034 0.691 0.321 -1.150
H -1.817772 -0.035916 0.584477 0.219 0.429 0.951
H -2.623966 -0.301474 -0.910351 0.705 -0.704 0.291
H -0.338520 -1.438855 -1.620792 0.037 -0.050 -0.592
H -0.497549 0.362212 -1.549944 0.537 0.168 -0.407
H 0.245309 -0.144253 0.823975 0.622 -0.010 1.332
H 2.406536 -1.490151 -0.830017 -0.735 0.159 0.403
O -0.330973 2.837485 -0.434676 0.564 -0.905 1.249
H -0.763057 3.546315 0.039537 -0.307 0.374 -0.045
H 0.124873 2.347037 0.309547 -0.431 0.636 -1.333
O 1.845723 1.797836 0.755751 0.586 1.558 -0.814
H 2.367345 2.523621 0.365330 -1.017 0.126 -0.480
H 2.559573 1.494449 1.278825 0.747 -1.562 1.541
```
Positions in Å, forces in eV/Å.

Its HOMO-LUMO gap is 9.7 eV. Its strongest force on any atom is 0.0768 Eh/bohr. The electronic energy comes out at -12427.445 eV. Its spin multiplicity is 1. Its SMILES is NCCNC=O.O.O. As for the charge: 0. Its energy above the lowest of the compared OMol25 structures with the same formula, charge and spin is 43.9 kcal per mole. Its lowest unoccupied orbital energy is 0.583 eV.